1.
ORCA calculation (wB97M-V/def2-TZVPD) on a molecular structure, C27H35GeN4O6S3SeW.

Calculated values
Total charge: +1
LUMO energy in eV: -4.3
Gap between HOMO and LUMO in eV: 6.336
Relative energy (zero: lowest compared OMol25 entry of this formula, charge and spin) in kcal/mol: 10.8
2S+1: 1
Largest force on an atom in eV/A: 0.79
Energy in Eh: -7460.17368

```
78
Properties=species:S:1:pos:R:3:forces:R:3
W -0.33420 0.79527 -0.30744 -0.14 0.60 -0.11
C -2.89155 1.09072 4.88325 -0.02 0.00 0.03
S -2.42026 -0.33115 3.88465 0.02 0.04 -0.03
C -1.94628 0.42290 2.40345 -0.02 -0.11 -0.08
S -1.54163 -0.74503 1.15398 0.01 -0.07 0.25
N -1.95043 1.71509 2.29477 -0.23 -0.04 0.00
N -1.54814 2.15025 1.06560 0.42 -0.12 0.53
C -1.37488 3.40785 0.90016 -0.25 -0.04 -0.04
C -0.98393 3.79243 -0.44202 -0.09 0.02 -0.20
C -0.92459 5.09561 -0.90410 -0.06 -0.04 0.14
C -0.69416 5.31087 -2.25052 0.02 0.02 -0.14
C -0.55877 4.22309 -3.10052 -0.02 0.07 0.01
C -0.60040 2.95048 -2.56875 0.01 -0.01 0.08
N -0.78565 2.74354 -1.26282 0.36 -0.01 -0.03
H -3.19958 0.68102 5.84327 0.00 0.00 0.00
H -3.72037 1.62508 4.42738 0.00 0.00 -0.01
H -2.04441 1.75672 5.01958 0.01 -0.01 -0.01
H -1.54877 4.13149 1.68753 -0.11 -0.07 0.04
H -1.07845 5.91820 -0.21968 0.00 -0.02 0.01
H -0.64347 6.31913 -2.63847 0.00 0.00 0.00
H -0.41075 4.35005 -4.16279 0.00 0.00 0.00
H -0.49606 2.07218 -3.18654 0.05 0.00 0.00
C 5.13184 -2.27890 -1.35642 -0.02 -0.04 -0.01
O 3.87469 -1.75853 -0.94556 0.03 0.07 0.03
C 3.42410 -2.09090 0.29243 -0.08 -0.13 -0.06
C 4.07686 -2.95146 1.16170 0.01 0.02 0.00
C 3.51107 -3.23623 2.39874 -0.01 -0.01 0.00
C 2.30551 -2.67102 2.76794 0.00 0.02 0.01
C 1.64944 -1.81427 1.89209 0.05 0.12 0.06
C 2.19773 -1.52009 0.66171 -0.08 -0.22 -0.13
N 1.55385 -0.63998 -0.30258 0.29 0.20 0.31
C 2.33907 0.62480 -0.56732 -0.09 0.08 -0.14
C 2.89166 1.19371 0.69145 -0.01 -0.14 0.06
C 4.22786 1.47249 0.91609 0.00 -0.02 0.00
C 4.62263 2.01301 2.13186 0.02 0.02 -0.01
C 3.67082 2.26331 3.11260 0.01 0.00 0.01
C 2.32826 1.98743 2.89549 -0.01 0.00 -0.02
C 1.93944 1.45439 1.67320 0.07 -0.08 0.02
O 0.64983 1.16533 1.42459 -0.06 0.20 -0.16
H 5.33541 -1.83830 -2.32779 0.00 -0.01 0.00
H 5.09122 -3.36538 -1.45360 0.00 0.00 0.01
H 5.91982 -2.00086 -0.65375 0.00 0.01 -0.01
H 5.01517 -3.40719 0.88240 0.00 0.00 0.00
H 4.02332 -3.91238 3.07025 0.01 0.01 0.00
H 1.86900 -2.88714 3.73320 0.00 -0.01 0.00
H 0.71773 -1.35486 2.17961 0.00 0.01 -0.01
H 1.49047 -1.12705 -1.19615 -0.01 -0.11 0.03
H 3.09724 0.47938 -1.33486 0.01 -0.06 0.01
H 4.95620 1.25980 0.14177 0.00 0.00 0.00
H 5.66432 2.23494 2.31763 0.00 -0.01 0.00
H 3.98102 2.67527 4.06419 -0.01 0.00 0.00
H 1.58211 2.16465 3.65953 0.00 0.01 0.00
O -0.54592 -0.11432 -1.75747 -0.51 -0.55 -0.26
S 0.78854 -0.16763 -3.72306 0.34 0.29 -0.28
O 1.47904 -1.37831 -3.39442 -0.05 -0.19 -0.03
O 1.31955 1.47371 -1.04911 0.47 0.39 0.03
O -0.31269 -0.21344 -4.63516 -0.09 -0.17 -0.03
C -1.07434 -3.07509 -1.49065 -0.03 -0.01 -0.06
Ge -2.94983 -2.59015 -1.74760 -0.08 0.01 0.05
C -4.06523 -3.12311 -0.22968 0.03 0.02 -0.02
C -3.57071 -3.52135 -3.35169 0.02 0.02 0.03
C -3.38612 -0.70529 -2.26092 0.04 -0.03 0.08
Se -3.11447 0.92404 -1.24503 -0.22 0.07 0.15
C -4.45136 0.66873 0.13385 0.00 -0.05 -0.08
H -1.04008 -4.16645 -1.46754 0.00 0.00 -0.01
H -0.62745 -2.71742 -0.56595 -0.01 0.07 0.07
H -0.46930 -2.73636 -2.33109 -0.02 -0.01 0.01
H -4.01436 -4.20669 -0.11469 0.00 0.00 0.00
H -5.10814 -2.85710 -0.40818 0.01 0.01 -0.01
H -3.74289 -2.66881 0.70628 0.02 0.00 -0.01
H -3.37492 -4.59005 -3.25930 -0.01 0.00 0.00
H -3.04771 -3.15701 -4.23651 0.00 0.00 0.00
H -4.64191 -3.38189 -3.49847 0.00 0.00 -0.01
H -4.46788 -0.70000 -2.42151 0.01 -0.02 -0.10
H -2.91923 -0.50299 -3.22483 0.03 0.01 0.00
H -4.20614 -0.19760 0.74370 0.02 0.00 0.00
H -5.40957 0.52320 -0.35987 0.00 0.02 0.00
H -4.48783 1.57160 0.73844 0.02 -0.01 0.01
```
Forces are in eV/Å.


2.
ORCA calculation (wB97M-V/def2-TZVPD) on 3 unconnected molecules or ions with the total composition C11H25N4O6S2 in a non-equilibrium geometry.

Calculated values
Total charge: +1
LUMO energy in eV: -3.2
Gap between HOMO and LUMO in eV: 9.223
2S+1: 1
Largest force on an atom in eV/A: 1.30
Energy in Eh: -1900.65266

```
48
Properties=species:S:1:pos:R:3:forces:R:3
C 1.22101 -4.94834 6.31230 -0.46 0.40 -0.10
C 0.25627 -4.22282 5.73252 0.19 -0.34 -0.45
C 0.56709 -3.34278 4.54263 -0.92 -0.84 -0.10
N 0.04448 -3.83581 3.24557 0.36 0.28 0.46
N -1.08260 -4.57449 3.12681 -0.21 -0.15 -0.69
C -1.22077 -4.83733 1.82600 -0.11 -0.09 -0.09
N -0.27517 -4.27944 1.10461 0.29 -0.25 0.13
C 0.51959 -3.66388 2.00514 -0.36 0.05 -0.14
N 1.63948 -2.98014 1.71121 0.00 -0.25 0.14
H 1.97023 -5.42793 5.69181 0.83 0.88 0.28
H 1.27260 -5.01792 7.39171 -0.51 -1.19 -0.04
H -0.76554 -4.20239 6.09606 0.27 0.86 0.81
H 1.63898 -3.20513 4.45337 0.01 0.03 -0.29
H 0.05964 -2.39780 4.74054 0.31 0.20 -0.04
H -1.68853 -4.87357 3.87512 0.26 0.20 0.32
H -2.03377 -5.44004 1.45289 -0.02 0.04 -0.05
H 1.87677 -2.11185 2.15486 0.13 -0.07 0.12
H 2.26670 -3.39380 1.04289 -0.07 0.32 -0.28
O -1.87713 2.02144 1.97843 -0.11 -0.07 0.06
S -1.89473 1.95821 0.54709 0.20 0.14 -0.15
O -3.13722 1.97302 -0.15581 -0.10 0.01 0.11
O -1.06850 0.65753 0.10589 0.14 0.01 -0.02
C -1.46693 -0.58610 0.69401 -0.19 -0.51 0.11
C -2.74117 -1.14071 0.08486 -0.13 0.17 -0.01
C -0.81463 3.16254 -0.13128 0.14 -0.02 -0.07
H -1.56348 -0.47197 1.77800 -0.01 0.17 -0.03
H -0.64391 -1.27707 0.50396 0.12 0.17 -0.10
H -3.59678 -0.50860 0.31467 0.00 -0.01 0.02
H -2.94168 -2.14075 0.47531 0.07 -0.02 -0.01
H -2.65437 -1.19293 -0.99959 0.04 -0.07 0.00
H 0.13743 3.11565 0.38974 0.00 -0.01 0.00
H -1.28105 4.13367 0.01776 -0.08 -0.03 0.02
H -0.68817 2.96775 -1.19366 -0.03 0.03 -0.01
O 2.17207 3.91499 -2.81923 -0.18 -0.16 0.11
S 1.37099 4.64340 -3.75894 0.20 0.29 -0.32
O -0.05540 4.63414 -3.63835 -0.03 -0.14 0.23
O 1.77864 4.21151 -5.22912 0.01 0.08 0.03
C 1.75080 2.80474 -5.55768 -0.07 -0.54 -0.14
C 0.34423 2.28006 -5.76306 -0.12 0.15 0.17
C 1.93234 6.30652 -3.85144 0.04 0.05 -0.03
H 2.28210 2.23970 -4.79032 -0.01 0.13 0.10
H 2.32117 2.71704 -6.47970 0.05 0.21 0.01
H -0.22596 2.29552 -4.83525 0.01 -0.02 0.01
H 0.38069 1.25214 -6.12424 0.07 0.02 -0.05
H -0.19189 2.89306 -6.48677 0.03 -0.04 -0.06
H 3.01236 6.30711 -3.96673 0.00 -0.02 -0.01
H 1.64714 6.79217 -2.92098 -0.02 -0.04 0.02
H 1.44659 6.79167 -4.69358 -0.02 -0.01 0.00
```
Forces are in eV/Å.


3.
ORCA calculation (wB97M-V/def2-TZVPD) on a single C4H7NO molecule.

Calculated values
SMILES string: ON=C1CCC1
LUMO energy in eV: 1.1
Gap between HOMO and LUMO in eV: 10.448
Relative energy (zero: lowest compared OMol25 entry of this formula, charge and spin) in kcal/mol: 74.6
2S+1: 1
Largest force on an atom in eV/A: 0.77
Energy in Eh: -286.51276

```
13
Properties=species:S:1:pos:R:3:forces:R:3
O 2.58231 -0.73430 -0.30642 0.35 -0.39 0.20
N 1.82747 0.28713 0.25542 -0.63 0.15 -0.15
C 0.58070 0.07565 0.21403 0.40 0.18 -0.09
C -0.43858 -0.95973 -0.24618 0.08 -0.25 0.00
C -1.55862 0.07037 0.09602 -0.13 -0.02 0.00
C -0.46918 1.14401 0.30999 0.05 0.24 -0.03
H 3.47799 -0.38476 -0.21199 -0.15 -0.23 -0.04
H -0.37858 -1.24853 -1.30104 0.13 0.07 0.19
H -0.44239 -1.85960 0.37226 -0.01 0.00 -0.15
H -2.29209 0.30687 -0.68089 0.20 -0.18 0.08
H -2.10406 -0.20412 1.00383 0.18 0.11 -0.09
H -0.26158 1.64828 -0.63989 -0.53 0.53 0.20
H -0.52338 1.85874 1.13486 0.05 -0.19 -0.12
```
Forces are in eV/Å.


4.
ORCA calculation (wB97M-V/def2-TZVPD) on a single C4H6N2 molecule.

Calculated values
LUMO energy in eV: 0.5
Gap between HOMO and LUMO in eV: 9.051
Relative energy (zero: lowest compared OMol25 entry of this formula, charge and spin) in kcal/mol: 88.9
2S+1: 1
Largest force on an atom in eV/A: 0.55
Energy in Eh: -265.39383

```
12
Properties=species:S:1:pos:R:3:forces:R:3
C -1.56901 -0.32664 -0.29416 -0.08 -0.01 -0.09
N -0.21167 -0.20936 0.27371 -0.02 0.01 -0.01
C 0.89888 -1.16985 -0.26013 0.17 0.46 0.26
C 1.93123 -0.28551 -0.21980 0.06 -0.31 -0.09
N 1.63085 1.07687 0.09481 -0.44 -0.04 0.04
C 0.38980 1.12958 0.33983 0.26 -0.04 -0.02
H -1.55650 0.00834 -1.33169 0.07 -0.06 0.13
H -1.85592 -1.37744 -0.25206 0.04 0.14 -0.04
H -2.26742 0.28397 0.28759 0.12 -0.10 -0.12
H -0.23675 -0.57696 1.23067 -0.04 0.06 0.03
H 2.97237 -0.52481 -0.40454 -0.23 0.04 -0.12
H -0.20732 2.00330 0.57740 0.08 -0.15 0.04
```
Forces are in eV/Å.